{"formula": "C7H11ClN", "method": "ωB97M-V with the def2-TZVPD basis set", "elements": ["C", "N", "H", "H", "H", "H", "H", "H", "Cl", "C", "C", "C", "C", "C", "C", "H", "H", "H", "H", "H"], "positions_angstrom": [[-0.74839, 1.20437, 0.58594], [-0.00965, 0.80388, 1.82450], [-1.32383, 0.35070, 0.19006], [-0.04084, 1.54182, -0.19002], [-1.44788, 2.02819, 0.80647], [-0.67277, 0.48480, 2.55940], [0.65141, 0.02708, 1.62160], [0.53466, 1.60578, 2.20170], [-4.06124, 0.74132, 1.17151], [-1.13111, -0.24558, 4.46045], [-1.66867, 1.03725, 4.36361], [-1.50284, -1.22300, 3.53629], [-2.57497, 1.35059, 3.35006], [-2.40708, -0.92616, 2.51777], [-2.93461, 0.36225, 2.43629], [-0.41838, -0.48597, 5.26034], [-1.38135, 1.81190, 5.08677], [-1.08383, -2.23552, 3.60598], [-3.00508, 2.35712, 3.26342], [-2.70752, -1.68626, 1.78456]], "nbo_charge": [-0.433, -0.735, 0.245, 0.241, 0.245, 0.506, 0.441, 0.441, 0.051, -0.251, -0.220, -0.219, -0.270, -0.269, -0.043, 0.252, 0.251, 0.251, 0.259, 0.259], "lumo_ev": -3.35, "charge": 1, "e_tot_ha": -788.03313, "e_above_lowest_ev": 0.000, "homo_energy_ev": -13.412, "orbital_gap_ev": 10.06}